# 1
Below is C24H26BF5N8OS2V as an isolated structure, with properties calculated with the ωB97M-V functional and the def2-TZVPD basis.

Output
- Maximum force: 0.65 eV Å⁻¹
- Total energy: -3707.5031 a.u.
- Kohn-Sham gap (alpha / beta): 0.2357 / 0.2772 Eh
- LUMO (alpha / beta): -6.947 / -6.949 eV
- Energy relative to the best compared isomer or geometry (same formula, charge and spin): 52.2 kcal/mol
- Spin multiplicity: 4
- <S²>: 3.759
- Charge: +2

Each line ends with the Löwdin spin population.
Element x y z (Å)
V1 -0.13881 -0.41285 0.32858  2.752
C1 -0.13526 3.81414 -0.58821  0.001
C2 0.01961 2.47397 -0.93363  0.018
N1 0.03730 1.70534 0.14662  0.011
N2 -0.07553 2.53673 1.23087  0.006
C3 -0.20869 3.80244 0.78325  0.014
B1 -0.18938 1.73804 2.57015  0.004
N3 1.04138 0.81195 2.68220  0.009
C4 2.15849 0.98575 3.42626  0.017
C5 3.09257 0.04536 3.06039  0.003
C6 2.47252 -0.67900 2.04365  0.018
N4 1.25580 -0.20408 1.81098  0.004
N5 -1.55201 1.05074 2.49849  0.008
C7 -2.75176 1.47407 2.94586  0.017
C8 -3.73879 0.70811 2.37355  0.003
C9 -3.05164 -0.15368 1.52113  0.017
N6 -1.74584 0.08004 1.56273  0.008
N7 -0.09205 2.61727 3.88871  0.000
C10 0.47686 3.82684 3.87086  0.000
C11 0.81643 4.24459 5.14103  0.000
C12 0.43949 3.20537 5.95332  0.000
N8 -0.08842 2.20135 5.21700  0.000
H1 -0.19570 4.66902 -1.23671  0.000
H2 0.10801 2.03294 -1.91469  0.002
H3 -0.38762 4.64515 1.42953  0.001
H4 2.22511 1.76168 4.16919  0.001
H5 4.07757 -0.09550 3.46707  0.000
H6 2.84502 -1.49979 1.45146  0.001
H7 -2.82918 2.28564 3.64552  0.001
H8 -4.79950 0.77120 2.53406  0.000
H9 -3.44600 -0.90546 0.85545  0.001
H10 0.67246 4.31467 2.93287  0.000
H11 1.27795 5.17064 5.43241  0.000
H12 0.50825 3.12731 7.02178  0.000
C13 -0.98966 -5.35383 -3.48782  0.001
C14 -0.34759 -4.77898 -2.23098  0.001
C15 -1.28627 -3.77971 -1.57094  0.006
S1 -0.69570 -2.97498 -0.08545  0.032
O1 0.56833 -2.17396 -0.51849  0.036
C16 -0.13617 -4.32294 0.97471  0.004
C17 1.34464 -4.65960 0.83312  0.001
C18 1.74206 -5.71684 1.85493  0.000
H13 -0.31575 -6.06097 -3.96739  0.000
H14 -1.21553 -4.57116 -4.21271  0.000
H15 -1.91674 -5.88006 -3.25830  0.000
H16 0.58834 -4.27563 -2.48096  0.000
H17 -0.10719 -5.58492 -1.53480  0.000
H18 -2.25021 -4.21833 -1.29533  0.000
H19 -1.49585 -2.93544 -2.23481  0.000
H20 -0.78361 -5.16842 0.73022  0.000
H21 -0.37338 -4.00550 1.99261  0.000
H22 1.92860 -3.74982 0.97728  0.000
H23 1.55658 -5.00266 -0.17956  0.000
H24 1.61106 -5.35290 2.87501  0.000
H25 2.78863 -5.98882 1.73074  0.000
H26 1.14975 -6.62574 1.74570  0.000
F1 0.52631 0.73780 9.31931  0.000
C19 0.32206 0.54810 8.03928  0.000
C20 -0.63434 1.16915 7.35805  0.000
F2 -1.45350 2.05825 7.89819  0.000
C21 -0.77266 0.99442 5.86928  0.000
F3 -2.08034 1.06712 5.56841  0.000
C22 -0.21276 -0.38858 5.41930  0.000
S2 -1.00383 -1.34448 4.41274  0.000
C23 1.00700 -0.80351 6.12331  0.000
F4 1.74385 -1.74727 5.56707  0.000
C24 1.23220 -0.39306 7.37417  0.000
F5 2.21641 -0.83979 8.11259  0.000

Cartesian forces (eV/Å) of the 2 atoms listed first:
0.3 0.4 -0.4
0.0 0.0 0.0


# 2
Below is C4H4GaLiO5 as an isolated structure, with properties calculated with the ωB97M-V functional and the def2-TZVPD basis.

Output
- Maximum force: 2.80 eV Å⁻¹
- Total energy: -2462.0895 a.u.
- Kohn-Sham gap (alpha / beta): 0.3411 / 0.3255 Eh
- LUMO (alpha / beta): -13.608 / -14.771 eV
- Spin multiplicity: 2
- <S²>: 0.757
- Charge: +3

Each line ends with the Löwdin spin population.
Element x y z (Å)
O1 -1.30481 1.90472 0.64038  0.084
C1 -0.83540 2.27569 1.71275  0.639
O2 0.14052 1.73554 2.29331  0.110
Li1 1.00239 1.84803 3.94266  0.012
Ga1 0.00962 0.38603 0.77189  0.093
C2 1.27595 -0.79442 0.17943  0.058
C3 1.07897 -2.09142 0.34802  -0.002
H1 2.19313 -0.39830 -0.27474  0.001
H2 0.13832 -2.64305 0.36310  0.000
O3 3.82592 -4.28135 0.25755  0.000
C4 3.06704 -3.30657 -0.06898  0.000
O4 3.27197 -2.68294 -1.16627  0.000
O5 2.11207 -3.04356 0.72748  0.004
H3 4.57205 -4.40179 -0.35288  0.000
H4 2.51486 -2.03551 -1.37605  0.000

Cartesian forces (eV/Å) of the 2 atoms listed first:
0.7 -1.0 0.6
-1.1 1.5 -0.5


# 3
Below is C5H15N3 as an isolated structure, with properties calculated with the ωB97M-V functional and the def2-TZVPD basis.

Output
- Maximum force: 5.06 eV Å⁻¹
- Total energy: -363.6167 a.u.
- Kohn-Sham gap: 0.2756 Eh
- LUMO: 0.826 eV
- Energy relative to the best compared isomer or geometry (same formula, charge and spin): 106.9 kcal/mol

Each line ends with the Mulliken charge.
Element x y z (Å)
C1 -0.19239 -0.50526 0.14711  1.529
C2 0.14642 0.56121 -0.75544  -0.612
C3 -0.44891 -0.22093 1.61009  -1.551
C4 -0.96622 -1.68517 -0.40372  -1.695
C5 -1.79515 1.20811 -0.71038  -1.145
N1 1.59199 -1.25610 0.25740  -0.386
N2 2.76433 -0.47244 0.30862  -0.680
N3 0.93208 1.66417 -0.41192  -0.446
H1 1.73606 -1.92972 -0.49952  0.235
H2 0.26660 0.26437 -1.79352  0.448
H3 2.88492 0.14142 -0.50266  0.278
H4 2.68712 0.13215 1.12822  0.264
H5 0.81475 1.99180 0.53790  0.213
H6 0.91775 2.41733 -1.08588  0.250
H7 0.16331 0.59780 1.99554  0.344
H8 -0.21793 -1.11455 2.19551  0.382
H9 -1.49633 0.03676 1.78203  0.334
H10 -0.58937 -2.60467 0.05177  0.503
H11 -2.02860 -1.61436 -0.16090  0.386
H12 -0.86485 -1.77530 -1.48737  0.312
H13 -1.88668 1.60515 -1.72210  0.362
H14 -2.63819 0.54945 -0.51062  0.336
H15 -1.78073 2.00880 0.02984  0.340

Cartesian forces (eV/Å) of the 2 atoms listed first:
4.4 -2.1 0.7
-4.7 1.9 -0.5